No. 1
Entry from the OMol25 dataset: C44H35N13O6SSn as an isolated structure (ωB97M-V with the def2-TZVPD basis set).

Geometry as XYZ:
```
100
Properties=species:S:1:pos:R:3:lowdin_charge:R:1
Sn -0.717 -0.360 -0.042 1.190
S -4.254 -2.289 1.719 0.729
O 1.734 3.911 6.217 0.048
O -1.992 1.759 -4.156 -0.068
O -0.251 4.545 6.816 0.035
O -0.774 7.570 -1.802 -0.065
O -0.675 0.561 -2.793 -0.152
O -0.531 6.705 -3.848 -0.059
N 6.118 -2.737 0.300 0.080
N -2.619 -4.521 -3.186 0.069
N -3.809 -0.230 -1.237 0.123
N -4.499 0.691 -3.105 0.026
N -4.102 -0.533 -3.465 0.139
N 5.127 -1.069 -1.060 0.154
N 0.504 3.942 6.050 -0.312
N -2.181 1.161 2.028 0.093
N 0.434 0.982 2.055 0.077
N -1.287 2.664 -0.905 0.070
N -2.077 -2.493 -1.383 0.086
N 0.144 -1.730 1.024 -0.263
N 1.869 0.829 -1.094 0.052
C 0.944 -2.765 1.136 -0.547
C 1.837 -3.184 0.130 -0.092
C -1.370 -3.621 -1.369 -0.102
C 2.779 -4.909 1.545 -0.160
C 6.366 -3.463 -0.773 -0.157
C 5.988 -3.046 -2.040 -0.020
C -2.977 -3.553 1.827 -0.413
C 1.957 2.164 -1.277 -0.117
C 0.947 -3.514 2.315 -0.089
C -3.494 1.232 1.951 -0.121
C -3.724 -1.051 -2.323 -0.349
C -1.298 1.597 -3.120 -0.686
C -2.207 2.686 3.891 -0.138
C -0.905 5.032 -0.632 -0.027
C -1.157 3.752 -0.153 -0.180
C -3.044 -2.363 -2.283 -0.212
C -1.553 1.874 2.962 -0.177
C 2.743 -4.189 0.365 -0.154
C -3.620 2.776 3.795 -0.002
C 5.338 -1.813 -2.136 -0.284
C -4.250 0.876 -1.802 -0.175
C 2.517 0.051 -1.947 -0.109
C 3.307 1.895 -3.227 -0.022
C 1.726 0.787 2.116 -0.128
C -0.684 6.654 -2.622 -0.730
C 4.131 -0.357 -3.837 -0.026
C -0.824 5.214 -2.015 -0.107
C 0.643 2.449 3.983 -0.056
C -0.964 4.080 -2.810 0.031
C -0.116 1.758 3.002 -0.138
C -1.460 3.374 4.881 0.063
C 2.046 2.281 3.944 -0.004
C 3.313 0.527 -2.984 -0.210
C -3.313 -3.388 -3.186 -0.084
C 4.960 -1.357 -3.476 -0.047
C 2.581 1.447 3.009 -0.026
C -4.261 2.033 2.826 -0.033
C -1.653 -4.635 -2.275 -0.120
C 2.650 2.727 -2.339 -0.044
C 1.828 -4.550 2.506 -0.143
C 5.500 -1.573 0.089 -0.196
C -0.117 3.212 4.939 -0.079
C -1.173 2.836 -2.233 -0.216
C -5.421 -3.061 0.594 -0.435
H -0.821 5.888 0.033 0.100
H 3.474 -4.402 -0.409 0.080
H -3.057 -4.191 0.943 0.028
H 5.461 -1.910 -4.275 0.098
H -6.306 -2.427 0.579 0.024
H -2.032 -3.023 1.813 -0.011
H 2.674 2.822 4.632 0.096
H 3.497 -5.684 1.734 0.067
H 4.084 -0.139 -4.918 0.117
H 6.176 -3.678 -2.903 0.104
H -1.291 3.627 0.910 0.076
H -5.683 -4.052 0.961 0.028
H 1.811 -2.655 -0.815 0.076
H -1.036 -5.510 -2.296 0.094
H 6.915 -4.382 -0.623 0.100
H 1.812 -5.120 3.440 0.085
H 1.440 2.811 -0.564 0.104
H -0.567 -3.655 -0.651 0.081
H -4.435 1.835 -1.309 0.132
H -3.938 0.664 1.130 0.066
H -4.135 3.419 4.503 0.114
H 3.850 2.284 -4.096 0.118
H 2.099 0.072 1.371 0.096
H -4.084 -3.287 -3.936 0.106
H -5.026 -3.121 -0.415 0.010
H 5.345 -0.957 0.964 0.106
H 2.378 -1.005 -1.797 0.093
H -4.497 1.392 -3.813 0.137
H 2.639 3.809 -2.489 0.114
H -0.971 4.198 -3.893 0.121
H 3.659 1.330 2.967 0.107
H -5.336 2.098 2.721 0.100
H 0.270 -3.172 3.097 0.093
H -3.118 -4.169 2.705 0.022
H -1.931 4.013 5.620 0.128
```

Computed properties:
- LUMO level (eV) = 2.29
- net charge = -2
- HOMO energy (eV) = -1.846
- gap between HOMO and LUMO (eV) = 4.14
- energy relative to the best compared isomer or geometry (same formula, charge and spin) (eV) = 0.242

No. 2
Entry from the OMol25 dataset: C44H35N4O5RuS2Te as an isolated structure (ωB97M-V with the def2-TZVPD basis set).

Geometry as XYZ:
```
92
Properties=species:S:1:pos:R:3:mulliken_spin:R:1
Te -0.541 1.991 3.880 0.004
Ru -0.195 -0.411 0.633 2.781
S 1.818 -1.263 -0.421 0.117
S 1.457 2.234 -0.623 -0.001
O 2.654 2.107 0.164 0.001
O -1.617 -2.489 2.191 0.036
O -1.903 2.565 0.861 0.007
O 1.479 1.714 -1.968 0.000
O -0.831 -0.545 -1.499 0.111
N 0.028 -1.005 -2.391 0.003
N 0.044 -6.998 -5.405 0.084
N -1.397 -0.199 2.202 -0.003
N 0.146 1.713 0.213 -0.019
C 0.960 3.926 -0.677 0.005
C 0.484 0.328 4.716 0.014
C 2.084 -1.945 -3.057 0.014
C 0.604 -4.939 -1.089 0.178
C 0.057 3.583 6.517 -0.001
C -0.819 -2.328 1.061 -0.086
C -1.329 -3.815 -2.064 0.174
C -1.905 -1.241 2.689 0.065
C 1.663 5.030 -1.121 0.000
C -2.940 -2.406 4.652 0.014
C -0.168 -5.529 -3.290 0.201
C -4.424 -0.134 5.236 -0.004
C -0.446 -3.989 -0.961 -0.033
C 0.731 -5.694 -2.227 -0.074
C 1.271 -1.414 -2.039 -0.008
C -4.502 -1.246 6.064 0.010
C -1.191 -4.574 -3.198 -0.074
C -3.762 -2.384 5.768 -0.005
C 1.038 6.265 -1.006 0.001
C 1.151 4.471 4.551 0.000
C -0.138 -0.417 5.712 0.001
C 0.341 3.485 5.151 0.001
C -0.804 2.696 0.363 0.014
C 1.688 5.486 5.333 0.000
C 1.651 -2.024 -4.353 -0.009
C -0.403 -1.047 -3.671 -0.005
C -0.625 -3.260 0.190 0.473
C -0.858 2.631 7.240 0.000
C -0.245 6.374 -0.469 0.000
C 0.374 -1.551 -4.674 0.012
C -3.594 -0.149 4.126 0.018
C 2.042 6.680 7.520 0.000
C 1.449 5.566 6.699 0.000
C 1.430 4.504 3.067 0.001
C -2.840 -1.282 3.838 0.009
C 1.647 -0.166 4.108 -0.031
C 0.626 4.612 7.268 0.000
C -0.300 4.022 -0.138 -0.008
C 0.358 -1.655 6.102 0.001
C 2.422 0.618 3.086 0.080
C 2.111 -1.423 4.487 -0.010
C -0.931 5.249 -0.031 0.001
C -0.050 -6.342 -4.463 -0.035
C 1.473 -2.171 5.465 -0.001
H 3.071 -2.276 -2.769 0.002
H 0.407 4.665 8.330 0.000
H -3.819 -3.252 6.413 0.000
H -1.398 -0.652 -3.805 0.002
H 2.537 1.657 3.397 0.000
H 1.929 0.642 2.109 -0.029
H -1.918 5.309 0.406 0.000
H -5.149 -1.232 6.932 0.001
H -3.520 0.706 3.468 0.002
H 2.658 4.934 -1.533 0.000
H -0.146 -2.217 6.878 0.000
H 1.555 7.157 -1.336 0.000
H -0.009 -1.571 -5.683 0.000
H 1.608 7.644 7.246 0.000
H 1.850 -3.152 5.727 0.000
H 2.310 6.240 4.859 0.000
H 1.743 3.535 2.681 0.001
H -1.579 2.179 6.559 0.000
H -1.042 -0.045 6.173 0.000
H -1.870 -4.442 -4.030 -0.001
H 1.306 -5.047 -0.275 0.001
H -0.291 1.825 7.711 0.000
H 1.864 6.522 8.584 0.000
H -2.101 -3.060 -1.985 -0.003
H 2.291 -2.443 -5.118 0.000
H 0.534 4.786 2.507 0.000
H 3.411 0.183 2.941 0.000
H 3.120 6.752 7.363 0.000
H 1.528 -6.422 -2.316 -0.002
H -0.704 7.351 -0.385 0.000
H 2.993 -1.820 3.997 0.000
H 2.206 5.237 2.844 0.000
H -2.356 -3.285 4.414 0.003
H -5.007 0.751 5.458 0.000
H -1.402 3.157 8.027 0.000
```

Computed properties:
- LUMO level (alpha / beta) (eV) = 2.33 / 1.20
- ⟨S²⟩ = 6.079
- net charge = -1
- HOMO energy (alpha / beta) (eV) = -4.639 / -5.052
- spin multiplicity = 5
- gap between HOMO and LUMO (alpha / beta) (eV) = 6.97 / 6.25

No. 3
Entry from the OMol25 dataset: C44H36B2MnN12O2 as an isolated structure (ωB97M-V with the def2-TZVPD basis set).

Geometry as XYZ:
```
97
Properties=species:S:1:pos:R:3:mulliken_spin:R:1
Mn 0.278 -0.076 -0.194 1.043
O 0.307 2.856 1.437 -0.002
O 1.212 2.863 -0.666 -0.012
N 0.486 -0.091 1.901 -0.037
N 0.520 0.141 -2.194 0.002
N 3.140 -0.650 0.665 -0.014
N -0.948 1.599 -0.389 0.002
N -0.658 -3.283 0.826 0.003
N -2.930 0.882 0.829 0.003
N -0.679 2.168 -2.757 0.004
N 1.498 -0.695 2.566 0.008
N 2.027 -1.736 -2.585 0.002
N -1.460 -1.017 0.458 0.014
N 2.356 0.121 -0.124 0.014
N 0.784 -2.010 -0.565 -0.012
C -3.617 -3.820 1.478 -0.001
C 2.337 -0.489 -5.358 -0.003
C -2.161 3.399 -1.273 0.000
C 0.952 5.239 -0.478 0.000
C 0.195 0.174 4.126 0.001
C -3.642 -1.436 1.164 0.001
C -2.979 -2.641 1.185 -0.001
C 2.576 2.927 2.192 0.000
C -2.185 1.804 0.342 -0.005
C 4.510 0.352 -0.760 0.002
C 2.597 -6.254 -0.169 0.000
C -2.580 4.486 -2.024 0.003
C -4.024 5.071 -0.167 0.000
C -3.508 5.333 -1.442 -0.002
C 0.797 1.039 -4.329 -0.007
C -2.638 -0.448 0.770 0.013
C -2.693 3.129 -0.018 0.003
C 0.695 1.822 -5.455 0.003
C -1.200 2.361 -1.599 -0.010
C 0.159 1.139 -3.011 0.018
C 3.171 -4.515 -1.759 0.000
C 3.212 4.211 -0.325 0.000
C -4.986 -1.335 1.433 -0.002
C 0.485 -3.108 0.180 -0.014
C 1.755 4.054 0.027 0.000
C 1.592 -5.462 0.401 -0.001
C 1.696 -2.398 -1.456 0.003
C 1.410 -0.653 -2.936 0.013
C -0.297 0.437 2.859 0.012
C 1.593 -0.078 -4.283 0.001
C 2.199 -3.741 -1.165 -0.003
C 4.427 -0.518 0.308 -0.001
C 1.478 3.729 1.525 -0.001
C -1.597 -2.347 0.779 0.009
C -4.989 -3.744 1.746 0.001
C 1.348 -0.551 3.885 0.004
C 1.437 -4.202 -0.114 -0.001
C 1.446 1.427 -6.566 -0.001
C 3.374 -5.789 -1.225 0.000
C 1.104 4.932 2.358 0.000
C -5.659 -2.527 1.723 0.000
C 3.190 0.722 -0.988 -0.006
C 2.251 0.295 -6.519 0.005
C -3.646 3.944 0.555 -0.002
B 2.625 -1.494 1.869 0.001
B 0.311 2.311 0.201 -0.048
H 2.817 0.013 -7.399 0.000
H 2.200 2.550 3.146 0.000
H -3.847 6.210 -1.980 0.000
H 3.753 -4.149 -2.599 0.000
H 4.141 -6.430 -1.644 0.000
H 2.180 -2.572 1.483 0.000
H 2.885 2.074 1.582 0.000
H 3.539 -1.663 2.643 0.000
H -2.187 4.663 -3.020 0.000
H 3.617 5.091 0.189 0.000
H 2.770 -7.252 0.214 0.000
H 1.403 2.010 -7.478 0.000
H 2.073 -0.980 4.565 0.000
H -5.541 -4.650 1.971 0.000
H 0.057 2.700 -5.480 0.000
H 3.448 3.557 2.387 0.000
H 1.330 6.177 -0.063 0.000
H -3.080 -4.763 1.503 0.000
H -0.107 5.147 -0.213 0.000
H 3.804 3.342 -0.042 0.000
H -1.176 1.009 2.631 0.001
H 1.009 4.639 3.406 0.000
H 2.820 1.415 -1.722 -0.001
H -0.225 0.471 5.077 0.000
H 3.316 4.376 -1.401 0.000
H 1.037 5.286 -1.567 0.000
H -5.500 -0.379 1.415 0.000
H 2.962 -1.376 -5.306 0.000
H 1.888 5.695 2.290 0.000
H 0.974 -5.821 1.217 0.000
H -4.748 5.757 0.259 0.000
H 5.199 -1.049 0.853 0.000
H 0.158 5.371 2.034 0.000
H -6.721 -2.503 1.934 0.000
H -4.072 3.721 1.525 0.000
H 5.397 0.681 -1.288 0.000
```

Computed properties:
- LUMO level (alpha / beta) (eV) = -8.24 / -8.26
- ⟨S²⟩ = 0.772
- net charge = +2
- HOMO energy (alpha / beta) (eV) = -13.396 / -12.928
- spin multiplicity = 2
- gap between HOMO and LUMO (alpha / beta) (eV) = 5.15 / 4.67

These records have max |F| values of 1.71, 0.44, 1.34 eV Å⁻¹, in the order they appear.
These records have calculated total energy values of -3473.45404, -3452.16568, -3706.27759 a.u., in the order they appear.